Record 1
DFT (ωB97M-V/def2-TZVPD) results for C7H10 in the gas phase.

Structure (XYZ):
```
17
Properties=species:S:1:pos:R:3
C 0.350 -1.562 0.319
C 1.473 -2.117 0.749
C 0.680 0.847 0.625
C 0.113 -0.160 -0.040
C -0.866 0.106 -1.146
C -2.158 0.201 -0.914
C 0.401 2.300 0.421
H -0.505 -2.225 0.284
H 2.422 -1.598 0.828
H 1.587 -3.168 0.984
H 1.238 0.632 1.519
H -0.421 0.152 -2.132
H -2.896 0.381 -1.686
H -2.522 0.162 0.103
H 0.379 2.591 -0.632
H -0.556 2.637 0.834
H 1.183 2.912 0.879
```

## Properties
SMILES string: C=CC(C=C)=CC
Orbital gap in eV: 9.9
Energy above the lowest of the compared OMol25 structures with the same formula, charge and spin in kcal/mol: 43.6
F_max in eV/Å: 1.04
Highest occupied orbital energy in eV: -8.735

Record 2
DFT (ωB97M-V/def2-TZVPD) results for 2 unconnected molecules or ions with the total composition C2H8N3O2.

Structure (XYZ):
```
15
Properties=species:S:1:pos:R:3
N -1.516 -1.454 2.767
C -0.916 -0.155 2.359
O -0.698 -0.017 1.035
H -2.394 -1.532 2.266
H -0.912 -2.169 2.378
H -1.604 0.619 2.763
H 0.014 -0.072 2.960
N 1.414 -0.168 -0.643
C 0.919 0.443 -1.744
N -0.219 1.167 -1.481
O 1.447 0.399 -2.858
H 2.227 -0.742 -0.751
H 0.798 -0.197 0.200
H -0.706 0.950 -0.602
H -0.743 1.431 -2.295
```

## Properties
Total charge: -1
Orbital gap in eV: 8.1
Energy above the lowest of the compared OMol25 structures with the same formula, charge and spin in kcal/mol: 11.2
F_max in eV/Å: 0.37
Highest occupied orbital energy in eV: -3.844

Record 3
DFT (ωB97M-V/def2-TZVPD) results for 2 unconnected molecules or ions with the total composition C2H4Cl2OS.

Structure (XYZ):
```
10
Properties=species:S:1:pos:R:3
C 0.301 -0.548 0.113
C -0.384 -0.633 1.397
O -2.385 0.728 0.682
S -1.865 -0.043 1.832
Cl 0.425 -1.597 2.631
Cl 0.432 2.080 0.883
H 0.251 -1.539 -0.377
H -0.138 0.287 -0.522
H 1.503 -0.328 0.052
H -0.764 2.079 0.568
```

## Properties
2S+1: 3
Orbital gap (spin up / spin down) in eV: 7.9 / 8.4
Energy above the lowest of the compared OMol25 structures with the same formula, charge and spin in kcal/mol: 14.5
F_max in eV/Å: 5.73
Highest occupied orbital energy (spin up / spin down) in eV: -7.232 / -11.060

Record 4
DFT (ωB97M-V/def2-TZVPD) results for a molecular structure, C11H9Cl6CrO7S.

Structure (XYZ):
```
35
Properties=species:S:1:pos:R:3
Cr 0.648 -0.164 0.293
O 2.064 -0.889 4.089
Cl 1.718 -1.121 2.755
O 0.473 -1.773 2.631
O 2.741 -1.816 2.068
O 1.554 0.177 2.095
Cl 0.855 2.110 0.124
C -0.542 2.859 0.800
C -0.574 4.233 0.965
C -1.678 4.815 1.563
C -2.762 4.038 1.942
C -2.739 2.668 1.738
Cl -4.093 1.713 2.154
C -1.599 2.037 1.206
S -1.497 0.304 1.094
H 0.264 4.826 0.638
H -1.691 5.878 1.741
H -3.629 4.494 2.394
C -1.442 -2.214 -1.631
C -0.550 -1.204 -2.261
C -0.378 -1.223 -3.746
O 0.049 -0.363 -1.590
H -1.950 -2.826 -2.367
H -2.166 -1.712 -0.985
H -0.845 -2.844 -0.968
H 0.049 -2.181 -4.042
H 0.279 -0.418 -4.067
H -1.345 -1.133 -4.238
Cl 2.055 -3.962 -1.921
C 3.045 -3.043 -0.775
Cl 4.451 -2.408 -1.607
Cl 3.505 -4.067 0.574
C 2.165 -1.896 -0.305
O 2.547 -0.729 -0.457
O 1.015 -2.164 0.095
```

## Properties
2S+1: 4
Orbital gap (spin up / spin down) in eV: 7.3 / 7.8
Energy above the lowest of the compared OMol25 structures with the same formula, charge and spin in kcal/mol: 18.8
F_max in eV/Å: 2.40
Highest occupied orbital energy (spin up / spin down) in eV: -8.415 / -8.562

Record 5
DFT (ωB97M-V/def2-TZVPD) results for a molecular structure, C6H8CrO5S.

Structure (XYZ):
```
21
Properties=species:S:1:pos:R:3
Cr -1.467 -1.381 -0.370
O 1.279 -2.614 -0.036
C 0.146 -2.432 -0.185
C -2.118 0.393 -0.165
O -2.127 1.540 0.052
C -1.333 -1.339 1.555
O -0.993 -1.093 2.632
C -0.687 -0.888 -2.025
O -0.023 -0.533 -2.913
H -2.575 -2.955 -0.766
H -3.123 -2.380 -0.769
C 0.521 2.321 0.930
S 0.627 1.167 -0.432
C 2.347 0.728 -0.298
O 0.031 -0.138 0.201
H 1.230 3.114 0.661
H 0.801 1.848 1.877
H -0.512 2.680 0.932
H 2.568 0.355 0.709
H 2.510 -0.043 -1.066
H 2.896 1.650 -0.521
```

## Properties
2S+1: 4
Total charge: +3
Orbital gap (spin up / spin down) in eV: 8.1 / 6.4
F_max in eV/Å: 9.62
Highest occupied orbital energy (spin up / spin down) in eV: -23.570 / -23.580

Record 6
DFT (ωB97M-V/def2-TZVPD) results for a gas-phase ion, C4H10NO (charge +1).

Structure (XYZ):
```
16
Properties=species:S:1:pos:R:3
C 1.247 0.528 -0.495
C 0.144 0.139 -1.549
C 0.560 0.310 0.750
C -0.998 1.098 2.420
N 0.126 -1.225 -2.054
O 0.055 1.299 1.404
H 2.008 -0.227 -0.420
H 1.698 1.571 -0.704
H -0.770 0.483 -1.278
H 0.584 -0.731 1.027
H -1.015 0.017 2.656
H -1.937 1.501 2.229
H -0.685 1.510 3.332
H -0.431 -1.139 -2.885
H -0.413 -2.015 -1.447
H 1.100 -1.457 -2.051
```

## Properties
Total charge: +1
Orbital gap in eV: 7.6
Energy above the lowest of the compared OMol25 structures with the same formula, charge and spin in kcal/mol: 110.9
F_max in eV/Å: 4.29
Highest occupied orbital energy in eV: -11.758

Repeat the fourth record exactly.
DFT (ωB97M-V/def2-TZVPD) results for a molecular structure, C11H9Cl6CrO7S.

Structure (XYZ):
```
35
Properties=species:S:1:pos:R:3
Cr 0.648 -0.164 0.293
O 2.064 -0.889 4.089
Cl 1.718 -1.121 2.755
O 0.473 -1.773 2.631
O 2.741 -1.816 2.068
O 1.554 0.177 2.095
Cl 0.855 2.110 0.124
C -0.542 2.859 0.800
C -0.574 4.233 0.965
C -1.678 4.815 1.563
C -2.762 4.038 1.942
C -2.739 2.668 1.738
Cl -4.093 1.713 2.154
C -1.599 2.037 1.206
S -1.497 0.304 1.094
H 0.264 4.826 0.638
H -1.691 5.878 1.741
H -3.629 4.494 2.394
C -1.442 -2.214 -1.631
C -0.550 -1.204 -2.261
C -0.378 -1.223 -3.746
O 0.049 -0.363 -1.590
H -1.950 -2.826 -2.367
H -2.166 -1.712 -0.985
H -0.845 -2.844 -0.968
H 0.049 -2.181 -4.042
H 0.279 -0.418 -4.067
H -1.345 -1.133 -4.238
Cl 2.055 -3.962 -1.921
C 3.045 -3.043 -0.775
Cl 4.451 -2.408 -1.607
Cl 3.505 -4.067 0.574
C 2.165 -1.896 -0.305
O 2.547 -0.729 -0.457
O 1.015 -2.164 0.095
```

## Properties
2S+1: 4
Orbital gap (spin up / spin down) in eV: 7.3 / 7.8
Energy above the lowest of the compared OMol25 structures with the same formula, charge and spin in kcal/mol: 18.8
F_max in eV/Å: 2.40
Highest occupied orbital energy (spin up / spin down) in eV: -8.415 / -8.562

> Among the records above, which one has the lowest F_max?

C2H8N3O2

Copy entry 4 word for word.
DFT (ωB97M-V/def2-TZVPD) results for a molecular structure, C11H9Cl6CrO7S.

Structure (XYZ):
```
35
Properties=species:S:1:pos:R:3
Cr 0.648 -0.164 0.293
O 2.064 -0.889 4.089
Cl 1.718 -1.121 2.755
O 0.473 -1.773 2.631
O 2.741 -1.816 2.068
O 1.554 0.177 2.095
Cl 0.855 2.110 0.124
C -0.542 2.859 0.800
C -0.574 4.233 0.965
C -1.678 4.815 1.563
C -2.762 4.038 1.942
C -2.739 2.668 1.738
Cl -4.093 1.713 2.154
C -1.599 2.037 1.206
S -1.497 0.304 1.094
H 0.264 4.826 0.638
H -1.691 5.878 1.741
H -3.629 4.494 2.394
C -1.442 -2.214 -1.631
C -0.550 -1.204 -2.261
C -0.378 -1.223 -3.746
O 0.049 -0.363 -1.590
H -1.950 -2.826 -2.367
H -2.166 -1.712 -0.985
H -0.845 -2.844 -0.968
H 0.049 -2.181 -4.042
H 0.279 -0.418 -4.067
H -1.345 -1.133 -4.238
Cl 2.055 -3.962 -1.921
C 3.045 -3.043 -0.775
Cl 4.451 -2.408 -1.607
Cl 3.505 -4.067 0.574
C 2.165 -1.896 -0.305
O 2.547 -0.729 -0.457
O 1.015 -2.164 0.095
```

## Properties
2S+1: 4
Orbital gap (spin up / spin down) in eV: 7.3 / 7.8
Energy above the lowest of the compared OMol25 structures with the same formula, charge and spin in kcal/mol: 18.8
F_max in eV/Å: 2.40
Highest occupied orbital energy (spin up / spin down) in eV: -8.415 / -8.562

> Look up the F_max of the first one.

1.04 eV/Å